Formula: C54H145N11O18
Source: the OMol25 dataset
Level of theory: ωB97M-V/def2-TZVPD

Calculated values
Gap between HOMO and LUMO (Ha): 0.3328
Total charge: 0
E (hartree): -4100.6228

Element x y z (Å)
1 O 32.721270 -21.601830 -22.256070
2 O 24.648430 -29.837900 -23.343070
3 O 29.263650 -22.806660 -22.791880
4 O 24.553170 -16.947380 -20.474850
5 O 30.278160 -24.116250 -18.823660
6 O 32.470060 -29.159720 -28.881400
7 O 20.487660 -23.969810 -27.233300
8 O 28.066510 -19.344090 -26.288710
9 O 24.614250 -17.788550 -28.680940
10 O 29.496490 -25.148050 -27.308610
11 O 19.612360 -26.747220 -19.906930
12 O 26.566690 -29.666800 -29.293870
13 O 25.711900 -22.015510 -24.029770
14 O 25.168790 -23.678130 -27.533100
15 O 22.698000 -24.615120 -18.934460
16 O 25.367040 -25.271120 -22.625320
17 O 26.318660 -21.457600 -17.882720
18 O 25.041880 -29.334370 -19.897940
19 N 31.591270 -27.500670 -26.878930
20 N 27.793340 -20.427160 -22.798670
21 N 24.633220 -27.246560 -24.593890
22 N 28.404330 -25.496760 -21.654500
23 N 18.438300 -25.507320 -22.255760
24 N 21.707520 -22.392000 -17.214060
25 N 22.750370 -19.461930 -26.810310
26 N 23.516190 -22.153830 -25.953870
27 N 26.054960 -19.731660 -20.528240
28 N 25.546620 -27.387500 -27.567860
29 N 28.414760 -30.119800 -18.864650
30 C 26.274490 -29.764750 -27.903720
31 C 30.096480 -24.866870 -20.009640
32 C 25.676080 -23.290920 -28.818270
33 C 23.105240 -22.772990 -17.313480
34 C 24.245270 -18.856640 -25.213050
35 C 31.843800 -28.917790 -26.610980
36 C 19.562100 -24.071090 -28.323190
37 C 24.850650 -31.223280 -23.243480
38 C 28.636390 -25.013520 -20.333170
39 C 20.382610 -25.886260 -20.705090
40 C 26.300070 -29.076000 -19.415560
41 C 33.207680 -29.720470 -29.907020
42 C 29.222050 -23.766810 -27.227050
43 C 23.481200 -28.091500 -24.416370
44 C 23.792720 -18.530050 -26.613030
45 C 25.696050 -17.582300 -29.578120
46 C 21.551950 -22.226110 -24.724580
47 C 26.003380 -26.002250 -27.344940
48 C 24.785150 -25.040050 -27.506590
49 C 20.160810 -27.031520 -18.563250
50 C 29.942870 -25.718050 -26.122900
51 C 26.571650 -21.875010 -19.182130
52 C 24.888870 -24.114220 -23.224490
53 C 26.117150 -30.769810 -30.057980
54 C 24.383260 -28.131420 -20.353500
55 C 21.501910 -22.971600 -27.250090
56 C 27.019880 -30.307800 -19.047810
57 C 30.615550 -22.612150 -23.160620
58 C 32.943900 -29.439590 -27.566910
59 C 31.606640 -23.754350 -18.539100
60 C 24.599890 -15.549710 -20.697970
61 C 31.296120 -21.656510 -22.159430
62 C 26.119850 -23.239510 -23.525040
63 C 30.216970 -27.213150 -26.356620
64 C 19.880740 -25.900800 -22.199780
65 C 26.646860 -28.362680 -27.297240
66 C 25.677630 -21.123050 -20.212970
67 C 28.977270 -18.478120 -23.315340
68 C 26.448480 -31.005040 -17.752480
69 C 23.876100 -22.336470 -16.089850
70 C 23.141120 -24.350010 -17.648550
71 C 27.983050 -19.493900 -23.854600
72 C 27.208840 -21.842600 -16.819250
73 C 27.948700 -25.968350 -19.405360
74 C 20.577840 -24.886290 -23.075640
75 C 24.930500 -18.592440 -27.582380
76 C 22.314060 -22.922410 -25.915260
77 C 23.857450 -29.593560 -24.515060
78 C 23.571800 -24.386890 -20.009270
79 C 22.487600 -27.594360 -25.539090
80 C 24.870280 -19.261100 -21.227030
81 C 24.851890 -17.778950 -21.619650
82 C 28.326290 -20.212450 -25.176310
83 C 28.391740 -19.867520 -27.532410
84 H 24.971040 -27.292400 -25.544610
85 H 25.064380 -26.053270 -23.092500
86 H 30.703810 -22.199070 -24.165450
87 H 25.597070 -31.320510 -22.455120
88 H 29.921820 -18.993610 -23.489060
89 H 24.317980 -25.181430 -20.003610
90 H 30.403480 -25.909070 -19.922160
91 H 25.197810 -29.884330 -27.783020
92 H 27.988380 -19.256150 -28.339650
93 H 22.847510 -27.739330 -26.557690
94 H 32.201500 -28.895710 -25.581590
95 H 25.061500 -27.726980 -21.104840
96 H 32.849540 -29.277140 -30.836160
97 H 24.076110 -22.587870 -26.673730
98 H 28.265630 -21.735860 -17.063960
99 H 25.031320 -22.150340 -24.693260
100 H 33.876980 -28.891490 -27.436350
101 H 33.093040 -20.859000 -21.774840
102 H 24.842620 -19.776640 -22.187000
103 H 26.209240 -16.757840 -29.083150
104 H 27.081790 -21.076840 -23.101480
105 H 25.293790 -27.771240 -24.038500
106 H 30.012190 -27.792310 -25.456210
107 H 21.113940 -22.692750 -17.973870
108 H 21.873180 -19.135280 -26.430920
109 H 26.476340 -23.903130 -29.234070
110 H 21.424570 -21.145660 -24.657560
111 H 25.131530 -19.612600 -27.909430
112 H 23.547800 -18.896710 -24.376380
113 H 23.961050 -19.524850 -20.686820
114 H 25.296780 -31.595810 -24.165590
115 H 29.061200 -25.612470 -25.490750
116 H 24.389730 -29.868230 -25.425740
117 H 23.240310 -22.473260 -15.215120
118 H 30.953190 -21.901500 -21.154200
119 H 30.636370 -24.426510 -20.847910
120 H 24.178470 -24.618320 -17.448480
121 H 19.388160 -27.586420 -18.031090
122 H 27.025280 -21.145400 -16.001740
123 H 23.866130 -15.360700 -21.481530
124 H 26.418610 -22.954090 -19.198540
125 H 20.374520 -26.068940 -18.098620
126 H 23.427110 -28.422960 -20.788100
127 H 34.269230 -29.489500 -29.818260
128 H 23.017040 -24.546670 -20.933830
129 H 26.003510 -22.251320 -28.829180
130 H 25.784810 -18.262570 -26.991240
131 H 27.870330 -20.815020 -27.668360
132 H 21.656450 -25.018620 -22.990860
133 H 21.403460 -26.262370 -20.772100
134 H 26.827720 -28.598760 -20.241340
135 H 25.480130 -15.088040 -21.145350
136 H 18.158180 -25.708750 -21.306520
137 H 20.546780 -22.638600 -24.637380
138 H 24.841010 -19.762580 -25.101380
139 H 24.164980 -23.472440 -20.009220
140 H 21.022320 -27.683720 -18.706540
141 H 32.153890 -24.638290 -18.211580
142 H 26.936720 -26.255040 -19.691370
143 H 30.902170 -29.448500 -26.751640
144 H 26.864430 -22.847340 -16.574340
145 H 26.804620 -28.452960 -26.222500
146 H 23.105280 -27.864990 -23.418640
147 H 24.885720 -23.294160 -29.568890
148 H 25.799290 -21.676970 -21.143810
149 H 20.469830 -23.844580 -22.773500
150 H 21.088520 -21.988650 -27.475940
151 H 24.606190 -21.161200 -20.016320
152 H 24.800390 -22.903010 -15.976620
153 H 30.962040 -20.645600 -22.393000
154 H 28.823780 -29.840970 -19.745030
155 H 33.004970 -30.791440 -29.902460
156 H 23.302000 -21.225520 -26.289220
157 H 30.736960 -25.117940 -25.678620
158 H 23.336610 -17.542110 -26.676560
159 H 26.991070 -19.055910 -23.965280
160 H 24.840890 -17.991670 -24.921190
161 H 28.103710 -24.063980 -20.280940
162 H 26.717150 -32.050550 -17.601410
163 H 22.128180 -23.298730 -28.080080
164 H 29.991790 -23.206660 -26.696180
165 H 26.153600 -19.209160 -19.669540
166 H 27.619710 -21.847750 -19.480340
167 H 27.774680 -21.149400 -25.253460
168 H 19.004590 -25.001990 -28.219630
169 H 24.277850 -15.014880 -19.804460
170 H 28.228940 -23.635880 -26.797290
171 H 31.673940 -22.934710 -17.823730
172 H 28.871140 -24.866640 -22.291010
173 H 26.235460 -28.404860 -18.559120
174 H 22.520610 -24.868200 -16.917420
175 H 33.198560 -30.484550 -27.389980
176 H 26.762570 -25.716220 -28.072900
177 H 29.430990 -27.492580 -27.058220
178 H 21.646720 -21.384840 -17.169020
179 H 24.240450 -23.452070 -22.650710
180 H 26.686650 -30.651390 -27.421970
181 H 28.582190 -29.381210 -18.196400
182 H 25.029380 -30.817240 -30.108960
183 H 29.241060 -23.425700 -28.262120
184 H 27.811200 -25.581290 -18.395720
185 H 24.281740 -24.231600 -24.122110
186 H 23.963530 -31.802950 -22.988310
187 H 28.509530 -26.885220 -19.223910
188 H 24.188980 -25.271440 -28.389280
189 H 26.501030 -30.361210 -16.874510
190 H 20.135970 -26.908740 -22.526910
191 H 18.500710 -24.499400 -22.273390
192 H 31.583330 -27.330420 -27.874450
193 H 25.398670 -31.163640 -17.999120
194 H 18.903290 -23.203120 -28.297070
195 H 26.456080 -25.967120 -26.354020
196 H 21.525830 -28.100340 -25.454910
197 H 22.544010 -23.934360 -25.581840
198 H 26.722330 -23.785080 -24.251310
199 H 26.923350 -30.963870 -19.912880
200 H 28.873060 -18.230990 -22.258860
201 H 27.580750 -28.023630 -27.745580
202 H 26.470410 -30.715270 -31.087710
203 H 24.222300 -27.409290 -19.553040
204 H 25.434560 -17.337860 -30.607670
205 H 28.872090 -21.931070 -22.832390
206 H 26.756190 -23.192400 -22.641320
207 H 28.940510 -17.608870 -23.971960
208 H 23.458680 -22.174260 -18.152940
209 H 22.342440 -26.534220 -25.331390
210 H 25.840300 -17.511410 -21.993250
211 H 20.160540 -24.112760 -29.233260
212 H 31.059120 -23.605360 -23.230480
213 H 29.441060 -20.091200 -27.724740
214 H 22.547310 -19.552910 -27.795490
215 H 20.309590 -24.971200 -24.128700
216 H 29.369970 -20.522240 -25.229900
217 H 26.465590 -31.738460 -29.699660
218 H 26.377520 -18.428220 -29.668180
219 H 27.256110 -20.056310 -22.027990
220 H 24.079310 -25.171110 -26.686400
221 H 24.123410 -17.520700 -22.388240
222 H 32.080460 -23.306840 -19.412790
223 H 25.315130 -27.387060 -28.550980
224 H 22.946330 -30.187210 -24.589490
225 H 20.418400 -24.878000 -20.292480
226 H 27.457570 -25.214700 -21.864720
227 H 24.055790 -21.261390 -16.087430
228 H 22.054140 -22.465760 -23.787310

Forces on the atoms, in the same order (eV/Å):
O 0.073 -1.079 -0.402
O -1.187 -0.359 -1.220
O 0.882 -0.544 -0.267
O 0.961 -0.460 0.360
O -0.579 0.285 0.115
O -0.614 0.323 1.031
O -0.601 -0.537 1.316
O 0.001 0.513 0.866
O -0.572 -0.312 -1.233
O 0.699 0.349 -1.668
O -0.324 -0.460 0.868
O 0.247 -0.514 -0.060
O 0.696 1.207 0.676
O 1.122 -0.090 -1.179
O -0.960 0.084 -0.102
O -0.254 -0.071 1.068
O 0.205 1.748 0.806
O -2.393 -0.061 -0.148
N -1.371 0.310 0.617
N -0.020 -2.621 0.548
N 1.026 -0.113 1.221
N 0.375 -0.325 -1.682
N 0.951 -0.945 0.452
N -0.825 0.274 1.079
N -1.857 -1.607 -2.101
N 1.262 -0.656 -1.020
N -0.739 -0.376 0.508
N 0.786 0.130 0.295
N 1.289 0.269 -0.069
C -0.503 1.569 -0.205
C -0.005 -0.190 -0.086
C -0.527 0.364 -0.321
C -0.750 -0.966 -1.296
C 1.563 1.525 1.309
C 1.191 0.727 -0.812
C 1.420 0.584 0.699
C 1.297 0.036 0.696
C -1.195 0.710 0.719
C 0.580 -0.237 -1.207
C 0.025 1.154 -0.269
C -0.069 -0.159 -0.377
C 0.024 -0.576 -0.668
C -1.094 -0.025 -2.703
C -0.752 0.136 1.607
C 0.507 0.450 0.967
C -1.022 -1.370 0.069
C -0.896 0.056 -0.290
C 0.454 -0.605 0.642
C -0.730 0.428 -2.073
C -0.999 -0.499 0.785
C -0.241 -0.396 -0.558
C 0.815 1.540 -0.493
C -0.168 -0.194 -0.189
C 0.825 -1.247 -0.020
C -0.140 -0.774 -0.196
C -0.397 -2.306 1.383
C 0.514 -0.161 0.163
C -0.653 0.811 0.122
C 0.135 0.008 -0.604
C -1.250 -0.253 -1.105
C 0.179 0.666 -0.164
C -0.731 -1.833 -0.680
C 0.762 1.304 -0.328
C -0.552 1.126 1.284
C -0.824 -0.901 -0.820
C 1.494 -0.915 0.342
C 0.399 -0.246 -1.768
C -1.303 0.146 -1.968
C -0.639 -0.234 0.534
C 1.044 2.724 1.047
C -1.147 0.775 0.246
C -1.071 0.240 -0.927
C -0.481 -0.420 1.749
C 1.484 -0.199 0.214
C -0.002 -0.101 0.385
C -1.939 1.391 1.548
C -0.629 1.508 0.780
C 0.816 -1.179 -0.012
C -0.128 -0.763 1.509
C -0.266 1.532 -1.105
C 0.301 0.746 1.232
C 0.368 0.567 -0.146
C -0.664 -1.047 -0.544
H -0.187 -0.082 -0.353
H -0.317 -0.155 -0.684
H -0.054 0.187 -0.215
H -0.113 -0.385 0.097
H 0.480 0.412 0.363
H 0.316 -0.165 -0.069
H 0.784 -0.158 0.298
H -0.392 0.048 0.035
H 0.240 0.489 0.286
H 0.360 -0.006 0.169
H -0.143 -0.820 0.112
H -0.282 0.538 -0.251
H -0.010 -0.138 -0.044
H 0.587 0.215 -0.074
H 0.026 -0.434 -0.348
H -0.923 -0.058 -0.640
H 0.124 0.266 0.276
H -0.387 0.061 0.063
H -0.129 -0.352 -0.140
H 0.749 0.184 -0.684
H -0.015 -0.456 -0.586
H 1.110 0.299 0.134
H 0.360 0.178 0.203
H 0.334 -0.195 -0.254
H -0.004 0.061 0.396
H 0.165 -0.215 0.480
H 0.419 0.163 -0.990
H 0.049 -0.387 0.038
H -0.912 -0.124 -0.622
H -0.286 0.199 0.040
H -0.045 -0.251 -0.197
H 0.014 -0.340 1.003
H 0.510 0.378 -0.191
H 0.048 -0.438 0.189
H 0.046 -0.180 0.150
H 0.098 0.254 -0.093
H 0.319 -0.546 -0.388
H 0.010 0.207 -0.050
H -0.239 -0.199 0.053
H -0.531 0.383 -0.078
H -0.675 -0.409 -0.498
H 0.291 -0.231 0.287
H 0.132 0.010 -0.015
H 0.255 -0.195 0.050
H -0.102 0.446 0.080
H 0.180 -0.042 0.654
H 0.544 0.325 -0.437
H -0.119 -0.523 0.010
H 0.371 -0.226 -0.291
H 0.449 0.028 0.281
H 0.653 0.426 0.103
H 0.822 -0.552 0.488
H -0.933 -0.227 0.137
H -0.130 -0.024 0.002
H 0.125 -0.002 -0.441
H -0.540 0.458 0.144
H 0.297 0.261 0.299
H 0.351 0.121 0.128
H 0.064 0.111 -0.537
H 0.162 -0.703 0.155
H 0.844 -0.221 0.491
H -0.122 0.096 0.111
H -0.399 -0.363 -0.010
H -0.414 -0.303 -0.009
H -0.007 -0.183 -0.210
H -0.583 -0.074 0.255
H -0.078 0.274 0.002
H -0.021 -0.348 0.698
H 0.005 0.245 0.048
H -0.569 0.024 0.120
H 0.329 0.207 -0.023
H 0.449 -0.290 -0.340
H -0.188 0.538 0.144
H 0.455 -0.307 0.007
H 0.615 0.557 0.165
H -0.046 0.704 -0.853
H 0.724 -0.089 0.302
H 0.389 0.592 0.604
H 1.025 0.352 0.173
H 0.761 0.495 -0.163
H 0.007 -0.027 0.336
H 0.040 0.106 0.293
H 0.374 0.782 0.034
H -0.541 0.040 -0.057
H 0.063 0.160 0.186
H 0.246 -0.268 0.045
H -0.092 0.406 0.252
H -0.518 -0.377 0.477
H 0.587 0.080 -0.280
H 0.223 0.451 0.269
H -0.222 -0.003 -0.187
H -0.377 -0.346 -0.205
H 0.309 0.030 0.022
H 0.042 -0.329 -0.272
H -0.206 0.130 0.041
H -0.220 -0.374 1.035
H 0.741 0.137 -0.009
H 0.200 0.153 0.145
H -0.249 0.099 0.170
H -0.252 0.227 0.026
H 0.180 0.466 0.147
H 0.279 -0.678 -0.428
H -0.228 0.165 -0.039
H 0.164 -0.191 -0.469
H 0.189 -0.218 -0.448
H 0.287 -0.195 0.031
H -0.708 -0.160 -0.409
H -0.374 0.296 -0.144
H 0.005 -0.093 -0.157
H -0.482 0.461 0.307
H -0.194 -0.019 -0.331
H -0.113 0.432 0.128
H -0.128 0.058 -0.006
H -0.175 -0.212 -0.149
H 0.296 -0.117 -0.280
H -0.249 -0.448 0.100
H -0.285 -0.061 -0.198
H 0.127 -0.100 -0.085
H 0.182 0.501 0.118
H 0.067 0.005 0.200
H -0.709 0.209 0.326
H -0.864 0.969 0.350
H -0.174 0.589 0.187
H 0.259 0.310 0.303
H 0.955 -0.624 -0.435
H -0.135 0.056 -0.266
H 0.237 0.063 -0.193
H -0.283 0.111 -0.457
H 0.356 0.023 0.372
H 0.361 0.346 0.310
H -0.093 -0.104 -0.449
H -0.145 -0.092 0.064
H 0.477 0.142 0.276
H 0.177 -0.025 0.450
H -0.059 -0.312 0.301
H 0.604 0.960 0.722
H 0.206 0.067 0.280
H -0.191 -0.418 -0.225
H 0.228 -0.323 -0.452
H -0.080 -0.695 -0.255
H -0.236 -0.292 0.671
H -0.082 0.274 0.064
H -0.634 -0.717 -0.085
H 0.366 -0.046 -0.330
H 0.217 -0.224 -0.064

Löwdin population analysis, charges in e, atoms 1 to 99: number 1, O, carries -0.07; number 2, O, carries -0.19; number 3, O, carries -0.11; number 4, O, carries -0.20; number 5, O, carries -0.17; number 6, O, carries -0.21; number 7, O, carries -0.22; number 8, O, carries -0.18; number 9, O, carries -0.17; number 10, O, carries -0.21; number 11, O, carries -0.21; number 12, O, carries -0.19; number 13, O, carries -0.10; number 14, O, carries -0.23; number 15, O, carries -0.20; number 16, O, carries -0.07; number 17, O, carries -0.21; number 18, O, carries -0.18; number 19, N, carries -0.05; number 20, N, carries 0.05; number 21, N, carries 0.06; number 22, N, carries 0.07; number 23, N, carries 0.05; number 24, N, carries 0.02; number 25, N, carries 0.02; number 26, N, carries 0.04; number 27, N, carries -0.05; number 28, N, carries -0.07; number 29, N, carries 0.04; number 30, C, carries -0.20; number 31, C, carries -0.19; number 32, C, carries -0.08; number 33, C, carries -0.41; number 34, C, carries -0.07; number 35, C, carries -0.21; number 36, C, carries -0.08; number 37, C, carries -0.11; number 38, C, carries -0.47; number 39, C, carries -0.23; number 40, C, carries -0.29; number 41, C, carries -0.13; number 42, C, carries -0.10; number 43, C, carries -0.37; number 44, C, carries -0.44; number 45, C, carries -0.09; number 46, C, carries -0.05; number 47, C, carries -0.18; number 48, C, carries -0.19; number 49, C, carries -0.03; number 50, C, carries -0.23; number 51, C, carries -0.21; number 52, C, carries -0.25; number 53, C, carries -0.12; number 54, C, carries -0.06; number 55, C, carries -0.17; number 56, C, carries -0.46; number 57, C, carries -0.23; number 58, C, carries -0.20; number 59, C, carries -0.11; number 60, C, carries -0.12; number 61, C, carries -0.22; number 62, C, carries -0.26; number 63, C, carries -0.17; number 64, C, carries -0.39; number 65, C, carries -0.16; number 66, C, carries -0.18; number 67, C, carries -0.04; number 68, C, carries -0.04; number 69, C, carries -0.06; number 70, C, carries -0.17; number 71, C, carries -0.42; number 72, C, carries -0.07; number 73, C, carries -0.06; number 74, C, carries -0.10; number 75, C, carries -0.21; number 76, C, carries -0.38; number 77, C, carries -0.18; number 78, C, carries -0.09; number 79, C, carries -0.04; number 80, C, carries -0.21; number 81, C, carries -0.18; number 82, C, carries -0.14; number 83, C, carries -0.13; number 84, H, carries 0.03; number 85, H, carries 0.03; number 86, H, carries 0.10; number 87, H, carries 0.08; number 88, H, carries 0.06; number 89, H, carries 0.07; number 90, H, carries 0.13; number 91, H, carries 0.10; number 92, H, carries 0.07; number 93, H, carries 0.07; number 94, H, carries 0.12; number 95, H, carries 0.08; number 96, H, carries 0.09; number 97, H, carries 0.04; number 98, H, carries 0.09; number 99, H, carries 0.04